w) Here is 17 unconnected molecules or ions with the total composition H34O17 from the OMol25 dataset. Energies are from the ωB97M-V functional and the def2-TZVPD basis.

The HOMO energy is -10.7 eV. The HOMO-LUMO gap is 10.2 eV. As for the charge: 0.

Positions of all 51 atoms, in Å:
O: 0.076 -0.966 3.409
H: 0.101 -1.849 3.060
H: 0.220 -0.446 2.596
O: 2.070 2.014 2.806
H: 2.410 2.722 3.426
H: 1.080 1.889 2.705
O: -4.537 0.131 -0.396
H: -4.111 -0.412 0.166
H: -4.707 -0.137 -1.253
O: 0.755 -0.809 -4.028
H: 1.489 -1.242 -3.680
H: -0.065 -1.137 -3.902
O: -1.983 1.662 4.248
H: -1.600 0.845 3.914
H: -2.894 1.427 4.007
O: 2.474 -0.528 2.932
H: 1.532 -0.435 3.254
H: 2.935 0.242 2.638
O: -0.419 -5.220 2.122
H: -0.352 -4.774 2.941
H: -0.492 -4.719 1.395
O: -2.567 -2.298 -2.267
H: -3.148 -1.837 -2.773
H: -1.682 -2.335 -2.731
O: -3.130 2.319 0.661
H: -3.961 2.137 0.193
H: -3.381 3.059 1.184
O: 0.091 -3.947 -2.468
H: 0.302 -3.273 -1.692
H: 0.139 -3.481 -3.368
O: -0.840 0.262 -5.647
H: -0.965 0.614 -4.682
H: 0.119 0.099 -5.762
O: -0.343 -1.918 -0.280
H: -1.202 -1.844 -0.864
H: -0.473 -1.166 0.350
O: 2.849 4.612 0.416
H: 3.211 4.039 -0.158
H: 2.053 4.198 0.839
O: 3.013 1.334 0.335
H: 2.702 1.964 1.112
H: 3.124 0.439 0.640
O: 1.969 -1.778 -1.469
H: 1.687 -1.090 -0.866
H: 2.647 -2.331 -1.168
O: 2.522 3.099 -1.581
H: 1.791 2.768 -2.180
H: 2.879 4.001 -1.889
O: -0.897 1.253 1.454
H: -1.790 1.159 1.621
H: -0.699 1.684 0.679

x) Here is 17 unconnected molecules or ions with the total composition H34O17 from the OMol25 dataset. Energies are from the ωB97M-V functional and the def2-TZVPD basis.

The HOMO energy is -9.8 eV. The HOMO-LUMO gap is 9.6 eV. As for the charge: 0.

Positions of all 51 atoms, in Å:
O: 1.776 0.257 1.807
H: 2.480 0.433 1.112
H: 2.389 -0.188 2.432
O: 0.612 2.611 2.596
H: 0.143 2.257 1.767
H: 1.264 1.976 3.096
O: 1.593 0.505 -0.990
H: 1.569 0.593 -1.979
H: 1.258 1.378 -0.633
O: -1.356 1.272 -1.029
H: -1.667 0.520 -1.539
H: -1.625 1.962 -1.704
O: 0.066 0.630 4.115
H: -0.922 0.796 4.442
H: -0.032 -0.104 3.646
O: 3.443 -2.271 -3.248
H: 3.334 -1.873 -4.020
H: 2.710 -2.707 -3.125
O: -3.682 -0.418 -3.351
H: -3.550 0.304 -3.882
H: -4.526 -0.586 -3.009
O: 2.524 2.982 0.538
H: 2.845 2.994 1.465
H: 2.106 3.793 0.294
O: -1.798 0.539 1.803
H: -2.394 -0.184 1.634
H: -1.208 0.490 1.060
O: 0.199 4.789 0.698
H: -0.235 3.975 1.181
H: 0.692 5.094 1.403
O: -0.452 -4.094 3.215
H: 0.319 -3.410 3.428
H: -0.033 -4.905 2.857
O: 0.713 -4.112 -3.795
H: -0.127 -3.790 -3.308
H: 0.610 -4.959 -3.775
O: 3.242 -0.175 4.568
H: 2.456 0.038 5.105
H: 3.479 -1.075 4.635
O: -4.738 1.588 -1.804
H: -5.222 1.384 -1.111
H: -4.082 2.153 -1.882
O: 0.145 -1.903 1.269
H: 0.816 -2.367 0.716
H: 0.609 -1.078 0.943
O: -1.217 -2.912 -1.094
H: -1.838 -2.195 -1.499
H: -1.256 -2.601 -0.086
O: -0.289 1.155 -4.875
H: -1.230 0.950 -4.782
H: 0.090 0.492 -5.302

y) Here is 17 unconnected molecules or ions with the total composition H34O17 from the OMol25 dataset. Energies are from the ωB97M-V functional and the def2-TZVPD basis.

The HOMO energy is -8.7 eV. The HOMO-LUMO gap is 7.9 eV. As for the charge: 0.

Positions of all 51 atoms, in Å:
O: 1.217 2.053 -1.278
H: 0.502 2.379 -1.795
H: 1.917 2.677 -1.468
O: 1.148 0.187 2.014
H: 0.729 1.084 1.818
H: 1.022 0.039 2.938
O: -3.992 0.030 0.530
H: -4.056 0.789 1.089
H: -3.288 -0.510 0.881
O: -0.824 2.253 -3.043
H: -1.261 1.395 -2.831
H: -1.573 2.834 -3.266
O: -1.095 -2.324 -1.738
H: -1.057 -1.784 -2.529
H: -0.908 -1.741 -0.981
O: -0.032 -0.413 -0.201
H: 0.222 -0.299 0.761
H: -0.647 0.302 -0.210
O: -2.554 0.294 -2.021
H: -2.776 0.790 -1.284
H: -3.003 -0.518 -1.882
O: 0.458 -2.871 1.702
H: 1.095 -2.414 1.209
H: 0.611 -2.868 2.610
O: 0.412 -0.354 -2.955
H: 0.706 0.515 -3.318
H: 0.210 -0.071 -2.016
O: 2.972 -1.901 1.362
H: 2.909 -1.827 2.336
H: 2.772 -1.039 0.987
O: 1.051 -3.759 -0.747
H: 1.765 -3.163 -0.564
H: 0.372 -3.093 -0.982
O: -1.742 1.832 0.231
H: -1.860 2.736 -0.010
H: -1.348 1.941 1.112
O: 0.601 2.753 1.193
H: 0.436 2.984 0.293
H: 0.033 3.304 1.752
O: -1.190 1.525 2.967
H: -0.856 0.563 3.033
H: -1.719 1.761 3.727
O: 3.335 0.602 -0.193
H: 4.055 1.199 -0.130
H: 2.510 1.142 -0.220
O: -1.963 -1.521 1.918
H: -1.147 -1.766 1.572
H: -2.061 -2.135 2.597
O: 2.665 -1.598 -1.685
H: 2.019 -1.005 -2.093
H: 3.184 -0.965 -1.184

Least stable structure: x)

w) Here is a single C4H9NOS2 molecule from the OMol25 dataset. Energies are from the ωB97M-V functional and the def2-TZVPD basis.

The HOMO energy is -8.8 eV. As for the SMILES: N[C@H]1[C@H](S)[C@]1(O)CS. The HOMO-LUMO gap is 9.5 eV. As for the charge: 0.

Positions of all 17 atoms, in Å:
N: 0.483 1.992 -0.518
C: 0.478 0.565 -0.578
C: 1.233 -0.153 0.467
S: 1.954 -1.745 0.029
C: -0.282 -0.124 0.602
O: -0.774 0.734 1.552
C: -1.147 -1.345 0.496
S: -2.781 -0.957 -0.272
H: -0.403 2.454 -0.787
H: 1.199 2.505 -1.010
H: 0.252 0.078 -1.515
H: 1.801 0.474 1.142
H: 2.874 -1.265 -0.848
H: -0.445 1.672 1.318
H: -0.627 -2.198 -0.006
H: -1.393 -1.669 1.490
H: -2.421 -1.018 -1.563

x) Here is a single C4H9NOS2 molecule from the OMol25 dataset. Energies are from the ωB97M-V functional and the def2-TZVPD basis.

The HOMO energy is -9.2 eV. As for the SMILES: CC(=O)NCCSS. The HOMO-LUMO gap is 9.3 eV. As for the charge: 0.

Positions of all 17 atoms, in Å:
C: 0.293 3.183 0.389
C: 1.039 2.164 -0.483
O: 1.632 2.343 -1.535
N: 1.125 0.885 -0.007
C: 0.572 0.223 1.191
C: -0.864 -0.127 0.819
S: -0.973 -1.109 -0.697
S: -0.819 -3.011 0.252
H: 0.890 3.378 1.340
H: 0.119 4.158 -0.117
H: -0.627 2.800 0.885
H: 1.522 0.274 -0.692
H: 0.553 0.943 2.021
H: 1.281 -0.651 1.445
H: -1.358 0.842 0.643
H: -1.341 -0.694 1.684
H: 0.450 -2.721 0.765

Least stable structure: w)

w) Here is 2 unconnected molecules or ions with the total composition C3H11N2 from the OMol25 dataset. Energies are from the ωB97M-V functional and the def2-TZVPD basis.

The HOMO energy is -14.3 eV. The HOMO-LUMO gap is 10.9 eV. As for the charge: +1.

Positions of all 16 atoms, in Å:
C: -2.242 -1.271 0.039
N: -0.806 -1.374 0.470
H: -2.281 -1.159 -1.031
H: -2.780 -2.144 0.390
H: -2.649 -0.379 0.507
H: -0.702 -1.280 1.479
H: -0.208 -0.628 0.041
H: -0.450 -2.288 0.194
C: 2.173 1.353 0.537
C: 0.638 1.117 -1.194
N: 1.185 0.581 -0.197
H: 3.179 0.994 0.313
H: 1.955 1.331 1.600
H: 2.221 2.381 0.153
H: -0.037 0.596 -1.849
H: 0.804 2.172 -1.454

x) Here is 2 unconnected molecules or ions with the total composition C3H11N2 from the OMol25 dataset. Energies are from the ωB97M-V functional and the def2-TZVPD basis.

The HOMO energy is -12.9 eV. The HOMO-LUMO gap is 9.2 eV. As for the charge: +1.

Positions of all 16 atoms, in Å:
C: 0.501 0.832 1.609
N: 1.780 0.518 0.695
H: -0.106 0.077 1.297
H: 0.171 1.905 1.632
H: 0.827 0.577 2.628
H: 2.331 -0.290 1.097
H: 1.536 0.356 -0.248
H: 2.552 1.285 0.735
C: -0.843 -1.633 -0.785
C: -1.502 0.556 -1.633
N: -0.512 -0.178 -1.314
H: -0.188 -2.044 -0.011
H: -1.888 -1.499 -0.471
H: -0.871 -2.320 -1.586
H: -1.402 1.652 -1.282
H: -2.386 0.207 -2.362

Least stable structure: x)

w) Here is a gas-phase ion, C3H11N2 (charge +1) from the OMol25 dataset. Energies are from the ωB97M-V functional and the def2-TZVPD basis.

The HOMO energy is -14.8 eV. As for the SMILES: C[NH2+]CCN. The HOMO-LUMO gap is 11.8 eV. As for the charge: +1.

Positions of all 16 atoms, in Å:
C: -1.800 -0.983 -0.028
N: -0.816 -0.087 0.672
C: -0.228 0.928 -0.349
C: 1.106 0.359 -0.792
N: 1.751 -0.161 0.436
H: -2.589 -0.359 -0.455
H: -1.220 -1.341 -0.874
H: -2.290 -1.720 0.595
H: 0.115 -0.465 0.975
H: -1.310 0.415 1.405
H: -0.980 1.033 -1.117
H: -0.062 1.936 0.040
H: 1.014 -0.598 -1.318
H: 1.783 1.036 -1.335
H: 2.036 0.573 1.084
H: 2.651 -0.565 0.190

x) Here is 2 unconnected molecules or ions with the total composition C3H11N2 from the OMol25 dataset. Energies are from the ωB97M-V functional and the def2-TZVPD basis.

The HOMO energy (alpha / beta) is -13.9 / -13.9 eV. The HOMO-LUMO gap (alpha / beta) is 9.5 / 9.5 eV. As for the charge: +1.

Positions of all 16 atoms, in Å:
C: 1.407 0.075 1.793
C: -0.351 -1.146 -2.032
C: -0.773 0.839 0.971
N: -0.905 -0.020 -1.279
N: 0.439 1.059 1.404
H: 0.872 -0.962 1.783
H: 2.210 -0.036 1.021
H: 1.972 0.277 2.742
H: 0.564 -0.670 -2.593
H: -0.961 -1.751 -2.657
H: -1.361 0.053 1.316
H: 0.079 -1.987 -1.411
H: -1.326 1.553 0.458
H: -1.845 -0.113 -0.961
H: 0.757 2.031 1.299
H: -0.777 0.798 -1.854

y) Here is 2 unconnected molecules or ions with the total composition C3H11N2 from the OMol25 dataset. Energies are from the ωB97M-V functional and the def2-TZVPD basis.

The HOMO energy is -14.4 eV. The HOMO-LUMO gap is 10.4 eV. As for the charge: +1.

Positions of all 16 atoms, in Å:
C: -0.003 3.086 0.770
C: 0.958 1.962 1.132
H: -1.039 2.758 0.893
H: 0.094 3.976 1.388
H: 0.086 3.286 -0.296
H: 0.971 1.674 2.181
H: 1.989 2.198 0.873
H: 0.625 1.085 0.558
N: -1.483 -2.754 -0.415
C: -0.314 -2.210 -0.642
N: 0.394 -2.455 -1.718
H: -1.849 -3.452 -1.044
H: -1.967 -2.429 0.407
H: 0.103 -1.470 0.031
H: 1.362 -2.175 -1.675
H: 0.074 -3.080 -2.443

Least stable structure: x)

w) Here is 2 unconnected molecules or ions with the total composition C3H11N2 from the OMol25 dataset. Energies are from the ωB97M-V functional and the def2-TZVPD basis.

The HOMO energy is -14.1 eV. The HOMO-LUMO gap is 9.5 eV. As for the charge: +1.

Positions of all 16 atoms, in Å:
C: 1.221 -3.203 -2.053
C: 0.478 -2.321 -1.023
H: 0.923 -4.241 -1.949
H: 2.291 -3.018 -1.937
H: 1.054 -2.836 -3.067
H: 0.773 -2.699 -0.044
H: 0.972 -1.344 -1.044
H: -0.592 -2.319 -1.164
N: -0.671 1.896 0.732
C: -0.908 3.076 1.243
N: -1.118 3.249 2.529
H: -0.385 1.205 1.382
H: -0.421 1.831 -0.245
H: -1.068 3.938 0.607
H: -0.981 4.188 2.877
H: -1.568 2.599 3.156

x) Here is 2 unconnected molecules or ions with the total composition C3H11N2 from the OMol25 dataset. Energies are from the ωB97M-V functional and the def2-TZVPD basis.

The HOMO energy is -14.7 eV. The HOMO-LUMO gap is 10.2 eV. As for the charge: +1.

Positions of all 16 atoms, in Å:
C: -2.346 0.971 -0.059
N: -1.647 -0.368 -0.065
H: -1.619 1.774 0.069
H: -3.054 1.023 0.757
H: -2.842 1.139 -1.005
H: -1.847 -0.789 -0.966
H: -0.026 0.090 -0.031
H: -2.134 -0.940 0.612
C: 1.700 -1.287 -0.426
C: 1.716 0.817 0.656
N: 1.045 -0.050 0.017
H: 1.150 -2.140 -0.042
H: 1.584 -1.362 -1.504
H: 2.723 -1.293 -0.082
H: 1.251 1.774 0.872
H: 2.681 0.601 1.109

y) Here is 2 unconnected molecules or ions with the total composition C3H11N2 from the OMol25 dataset. Energies are from the ωB97M-V functional and the def2-TZVPD basis.

The HOMO energy is -13.7 eV. The HOMO-LUMO gap is 8.1 eV. As for the charge: +1.

Positions of all 16 atoms, in Å:
C: 1.803 2.605 -0.344
C: 1.301 3.919 0.291
H: 2.802 2.502 -0.744
H: 1.060 2.399 -1.131
H: 1.563 1.759 0.304
H: 1.134 4.678 -0.508
H: 0.370 3.719 0.818
H: 1.868 4.272 1.162
N: -2.424 -2.584 -0.324
C: -1.427 -3.456 -0.410
N: -0.693 -3.814 0.685
H: -2.316 -1.757 -0.895
H: -3.209 -2.750 0.286
H: -0.684 -3.429 -1.187
H: 0.002 -4.508 0.446
H: -1.151 -3.555 1.551

z) Here is a gas-phase ion, C3H11N2 (charge +1) from the OMol25 dataset. Energies are from the ωB97M-V functional and the def2-TZVPD basis.

The HOMO energy is -13.4 eV. As for the SMILES: CNCC[NH3+]. The HOMO-LUMO gap is 10.0 eV. As for the charge: +1.

Positions of all 16 atoms, in Å:
C: 0.289 -0.674 -1.705
N: -0.791 -0.498 -0.727
C: -0.613 -0.677 0.706
C: 0.591 0.126 1.167
N: 0.361 1.502 0.603
H: 0.314 -1.692 -2.091
H: 1.269 -0.504 -1.255
H: 0.082 -0.036 -2.570
H: -1.683 -0.881 -1.002
H: -1.523 -0.266 1.143
H: -0.549 -1.723 1.003
H: 0.699 0.100 2.246
H: 1.463 -0.253 0.649
H: -0.230 2.067 1.215
H: 1.231 1.997 0.423
H: -0.223 1.319 -0.244

Least stable structure: y)